{"formula": "C62H67F3N5O", "method": "the ωB97M-V functional and the def2-TZVPD basis", "symbols": ["F", "F", "F", "O", "N", "N", "N", "N", "N", "C", "C", "C", "C", "C", "C", "C", "C", "C", "C", "C", "C", "C", "C", "C", "C", "C", "C", "C", "C", "C", "C", "C", "C", "C", "C", "C", "C", "C", "C", "C", "C", "C", "C", "C", "C", "C", "C", "C", "C", "C", "C", "C", "C", "C", "C", "C", "C", "C", "C", "C", "C", "C", "C", "C", "C", "C", "C", "C", "C", "C", "C", "H", "H", "H", "H", "H", "H", "H", "H", "H", "H", "H", "H", "H", "H", "H", "H", "H", "H", "H", "H", "H", "H", "H", "H", "H", "H", "H", "H", "H", "H", "H", "H", "H", "H", "H", "H", "H", "H", "H", "H", "H", "H", "H", "H", "H", "H", "H", "H", "H", "H", "H", "H", "H", "H", "H", "H", "H", "H", "H", "H", "H", "H", "H", "H", "H", "H", "H"], "xyz": [[-5.4275, -0.7822, 2.9883], [-5.6991, 1.0658, 4.1481], [-6.0339, 1.0777, 1.9719], [-2.2681, -7.3140, -0.2945], [0.9348, 2.7310, 2.2020], [1.7881, 3.3362, 1.3615], [1.4766, 2.8957, 0.1222], [-1.6717, -3.8871, -1.0227], [-0.5841, -5.8663, -0.9571], [1.2479, 3.7723, 4.4438], [-1.1962, 1.4964, 2.0720], [-1.8900, -2.5353, -1.0793], [3.1797, 1.0731, -1.3217], [-3.8069, 0.8963, 2.7308], [0.0295, 1.9549, 1.4819], [-0.3897, 1.4645, -0.9916], [-0.5382, -4.6512, -3.0949], [-0.2465, 5.7767, 4.0166], [1.2230, 2.6245, 3.6257], [3.9579, 4.4172, -2.9311], [-2.4230, -2.6670, 3.3700], [-2.7061, -4.9132, -0.8025], [-0.7619, -6.0525, -5.1646], [0.4558, -6.8626, -1.0889], [-3.6604, -4.6267, 0.3579], [3.2571, -0.2721, 3.3803], [0.1051, -5.4841, -7.3660], [-1.9031, 0.5124, 1.3702], [-0.9989, -1.5777, -1.5285], [1.1446, 5.1729, 3.8482], [-0.4844, -4.5554, -1.6036], [-1.0210, 0.3971, -5.4572], [3.2839, 5.2875, -2.0787], [-1.5321, 0.3475, -3.0951], [-2.1976, -5.2454, 2.3166], [-0.3697, -6.6995, -7.8851], [-1.2640, -7.2639, -5.7010], [-1.4131, -4.8645, 3.4083], [-1.9310, 1.4405, -5.6441], [1.5315, 1.1952, 5.5436], [1.3195, 3.5956, 5.8293], [-5.2374, 0.5823, 2.9717], [-2.6390, 1.9554, -4.5506], [4.5693, 0.7991, -0.7381], [-1.2637, -0.1080, -1.6560], [-2.4457, 1.3947, -3.2922], [-2.9756, -4.2910, 1.6558], [-0.8849, -5.7797, -3.7423], [2.8454, 6.6482, 0.6621], [3.0489, 2.5415, -1.7119], [2.8312, 0.2048, -2.5203], [-0.0820, -5.1607, -6.0215], [-1.5182, -3.5692, 3.9343], [2.1400, 6.1890, 4.4195], [2.4483, 4.8168, -1.0730], [0.8163, -0.9933, 3.4109], [-1.7854, 2.0900, 3.2203], [-3.2089, 0.2304, 1.6744], [2.2794, 3.4258, -0.9458], [-3.0988, 1.7847, 3.5436], [-0.8372, -0.1761, -4.1913], [1.8155, 5.8577, -0.1436], [-3.1670, -3.0405, 2.2516], [1.7969, 0.1579, 3.2467], [1.4681, 1.3444, 4.1588], [-1.8872, -6.1971, -0.6435], [-1.0587, -7.5898, -7.0386], [3.8389, 3.0462, -2.7459], [0.9704, 6.8698, -0.9132], [1.4365, 2.3137, 6.3726], [0.3758, 1.9963, 0.1616], [-3.5504, 2.2186, 4.4225], [1.6788, 0.5273, 2.2241], [-3.3029, -5.0604, -1.7305], [-1.3961, 0.0267, 0.5306], [3.4963, -1.0310, 2.6267], [-3.3489, 2.7759, -4.6650], [1.3731, 5.0484, 2.7809], [-1.4274, -8.5407, -7.4368], [-0.7056, -5.5781, 3.8414], [1.6270, 7.4832, -1.5461], [-1.2123, 2.7967, 3.8370], [-0.9324, -3.2724, 4.8101], [2.0161, 7.1372, 3.8757], [2.4495, 0.8849, -0.5269], [-3.9076, -2.3664, 1.8284], [-0.4643, 0.0101, -6.3048], [1.4059, -6.4088, -0.7907], [-0.4312, -3.6953, -3.6262], [3.5058, 5.9945, 1.2429], [3.4641, -0.6855, 4.3742], [0.3075, -4.2288, -5.6129], [2.3358, 7.3315, 1.3557], [1.9311, 6.3877, 5.4796], [-1.8116, -7.9422, -5.0405], [-0.4682, 5.8927, 5.0871], [0.4287, -4.0407, -1.2702], [3.4213, 6.3636, -2.1776], [1.4501, 2.1765, 7.4541], [4.4074, 2.3556, -3.3679], [4.6543, -0.2362, -0.3901], [-2.2409, 0.0813, -1.1316], [4.5788, 4.8103, -3.7330], [1.2902, 4.4760, 6.4796], [3.4599, 7.2572, -0.0141], [-0.2671, 6.7730, 3.5526], [2.9607, -0.8564, -2.2826], [3.1850, 5.8680, 4.3215], [-2.0813, 1.8791, -6.6258], [-3.0411, 1.7484, -2.4424], [0.4569, 7.5297, -0.2034], [4.7599, 1.4603, 0.1178], [0.9195, -1.4601, 4.3985], [0.5584, -7.2333, -2.1184], [1.6952, 0.1945, 5.9559], [-0.1854, -6.9619, -8.9327], [-2.9202, -2.2636, -0.7906], [1.1824, 5.3140, 0.5607], [3.4616, 0.4661, -3.3797], [-2.5582, -1.6759, 3.8126], [-4.3082, -3.8056, 0.0428], [-3.7499, -0.5144, 1.1077], [-1.3614, 2.0494, -1.0667], [-0.2145, -0.6365, 3.2988], [-4.2784, -5.5273, 0.4869], [0.2041, 1.5909, -1.9180], [-1.3191, -6.5949, -3.1501], [-0.0330, -1.9358, -1.8779], [-0.1964, -1.0502, -4.0646], [0.2429, -7.7123, -0.4331], [0.2271, 6.3709, -1.5435], [-2.1903, -6.2766, 1.9513], [3.9241, 0.5841, 3.2147], [0.6387, -4.7866, -8.0165], [0.9907, -1.7551, 2.6405], [5.3493, 0.9842, -1.4872], [1.7866, 0.3738, -2.8122], [-1.0286, 5.1570, 3.5610]], "atomic_forces_ev_per_a": [[-0.03, 1.19, -0.02], [0.23, -0.27, -0.79], [0.61, -0.43, 0.87], [0.20, 1.63, -0.51], [0.72, 0.05, -2.21], [-0.51, -2.00, -0.54], [-0.90, -0.28, 2.50], [0.23, 0.02, -0.19], [-0.76, -0.10, -0.07], [-0.33, 0.22, -0.11], [-1.47, -0.54, 0.77], [0.30, 0.77, -0.50], [-0.42, 0.31, -0.09], [0.17, 0.11, 0.25], [0.92, 1.11, 1.39], [-0.96, -0.60, -2.59], [-0.58, 0.03, -0.81], [-0.27, -0.07, -0.04], [0.27, 0.34, 0.92], [-0.25, 0.00, -0.04], [-0.07, -0.16, 0.15], [-0.22, 0.12, -0.38], [-0.08, -0.08, -1.23], [0.34, -0.08, 0.02], [-0.12, -0.30, -0.05], [0.14, 0.15, 0.11], [-0.10, -0.13, -0.01], [0.85, 0.27, -0.41], [0.43, -0.68, 0.77], [0.15, -0.07, -0.31], [-0.67, -0.24, 0.97], [-0.27, -0.13, 0.23], [0.19, -0.18, -0.16], [0.57, 0.28, 0.43], [0.47, 0.19, -0.08], [-0.08, -0.05, 0.54], [0.25, 0.54, 0.25], [-0.09, 0.14, 0.10], [0.15, 0.21, 0.43], [0.11, 0.36, -0.08], [0.16, -0.31, -0.16], [-1.33, -0.55, 0.26], [0.07, -0.37, -0.04], [0.09, 0.14, -0.01], [-2.18, 0.74, 0.49], [0.05, -0.11, -0.04], [-0.36, 0.01, 0.48], [-0.22, 0.45, 0.84], [0.32, -0.17, 0.14], [0.07, -0.32, 0.33], [-0.07, -0.24, -0.10], [-0.29, -0.59, -0.08], [-0.06, -0.10, -0.11], [0.25, -0.10, 0.05], [-0.26, 0.47, 0.35], [-0.13, -0.14, 0.05], [0.59, 0.00, -0.54], [0.00, 0.09, 0.15], [0.78, 0.39, -0.54], [0.21, -0.35, -0.36], [-0.30, 0.39, -0.11], [-0.24, -0.23, -0.10], [0.47, -0.14, -0.14], [-0.36, 0.47, -0.25], [0.24, -0.26, -0.54], [0.89, -0.73, 0.35], [0.20, 0.30, -0.39], [-0.04, 0.18, 0.20], [-0.14, -0.10, -0.16], [-0.23, -0.06, 0.01], [0.65, 0.63, 0.04], [-0.14, 0.05, -0.05], [0.15, -0.22, 0.02], [0.14, 0.08, 0.40], [-0.37, 0.02, 0.78], [-0.07, 0.05, 0.17], [0.19, -0.28, -0.10], [-0.15, 0.38, 0.29], [0.12, 0.40, 0.18], [-0.40, 0.21, -0.02], [-0.33, -0.08, 0.10], [-0.43, -0.35, -0.36], [-0.16, -0.16, -0.37], [0.10, -0.26, 0.20], [0.15, -0.23, -0.14], [0.22, -0.14, 0.06], [-0.11, 0.00, 0.07], [-0.06, -0.13, -0.03], [0.52, -0.52, 0.08], [-0.06, 0.11, -0.08], [0.00, 0.04, -0.17], [0.00, -0.23, -0.20], [0.11, -0.17, -0.19], [0.10, -0.02, -0.24], [0.22, 0.15, -0.23], [-0.05, -0.01, -0.27], [-0.16, -0.09, -0.05], [-0.02, -0.28, -0.04], [0.07, 0.10, -0.27], [-0.10, 0.21, 0.18], [-0.04, 0.13, -0.12], [0.87, -0.21, -0.47], [-0.07, -0.07, 0.19], [0.04, -0.40, -0.24], [-0.05, -0.13, 0.21], [-0.11, -0.28, 0.12], [0.01, 0.11, -0.12], [-0.24, 0.03, 0.04], [0.08, -0.13, 0.09], [0.27, -0.03, -0.29], [0.07, -0.08, -0.22], [0.01, -0.13, -0.18], [-0.05, 0.01, -0.20], [-0.05, 0.09, 0.24], [-0.05, 0.44, -0.08], [-0.12, 0.13, 0.46], [0.64, 0.05, 0.01], [-0.13, 0.30, -0.09], [-0.13, -0.26, 0.17], [0.01, -0.33, -0.12], [-0.16, -0.09, 0.18], [-0.06, 0.17, -0.01], [1.41, -0.44, 0.07], [0.19, -0.20, 0.11], [0.06, 0.23, -0.17], [-0.36, 0.52, 0.60], [0.57, 0.05, -0.16], [-0.04, 0.03, -0.01], [-0.01, 0.36, -0.04], [-0.09, 0.28, -0.10], [0.06, 0.18, 0.04], [0.20, 0.39, 0.08], [-0.08, -0.19, 0.10], [-0.17, -0.25, 0.20], [-0.03, 0.07, 0.23], [-0.12, -0.08, 0.16], [0.20, -0.11, -0.05], [0.06, 0.15, 0.09]], "lumo_ev": -3.29, "orbital_gap_ev": 6.69, "total_charge": 1, "largest_force_ha_per_bohr": 0.055, "energy_ha": -3051.10331}